This record from the Open Molecules 2025 dataset describes the molecule C19H24N2O4. The level of theory is ωB97M-V with the def2-TZVPD basis set.

Each line ends with the Mulliken charge.
Geometry (Å):
O 2.505 -0.503 -1.782  -0.666
O 3.576 -1.168 0.077  -0.309
O -3.522 -1.165 -0.189  -0.228
O -2.322 -0.511 -1.963  -0.654
N -0.055 -0.858 2.148  0.040
N 0.311 1.913 0.612  -0.087
C -2.374 -0.761 -0.778  0.608
C 4.845 -2.599 -1.439  -1.121
C 0.038 1.322 -0.545  0.178
C -0.286 3.419 -1.624  -0.638
C 4.776 -1.278 -0.684  -0.311
C 2.314 -1.227 2.460  -1.347
C 0.049 -0.194 -0.537  1.382
C -2.443 -1.218 2.282  -1.222
C 0.008 4.034 -0.419  -0.510
C 1.267 -0.682 0.215  -1.078
C -1.230 -0.670 0.122  -0.930
C 0.624 3.838 2.017  -1.488
C 2.475 -0.766 -0.600  0.351
C -0.273 2.036 -1.694  -0.585
C -5.828 -1.780 -0.244  -1.236
C -4.652 -1.266 -1.052  -0.283
C 1.180 -0.898 1.545  0.546
C -1.241 -0.890 1.457  0.255
C 0.302 3.235 0.683  0.599
H 0.845 3.048 2.728  0.288
H 5.796 -2.674 -1.959  0.387
H 1.981 -1.266 3.495  0.416
H 4.039 -2.647 -2.167  0.305
H -4.862 -0.278 -1.480  0.320
H 2.750 -2.188 2.193  0.251
H -0.092 -0.978 3.149  0.319
H 0.012 5.110 -0.327  0.419
H -0.502 1.514 -2.608  0.528
H -3.226 -0.482 2.120  0.251
H -6.702 -1.864 -0.883  0.416
H 1.486 4.498 1.935  0.347
H -2.191 -1.242 3.341  0.398
H 0.082 -0.542 -1.572  1.017
H -0.217 4.425 2.381  0.327
H -5.598 -2.756 0.173  0.299
H 5.584 -1.201 0.048  0.338
H 3.099 -0.481 2.367  0.260
H 4.829 -0.442 -1.389  0.302
H -4.409 -1.943 -1.879  0.315
H 4.749 -3.434 -0.749  0.288
H -2.848 -2.186 1.994  0.224
H -0.521 4.011 -2.497  0.419
H -6.050 -1.097 0.572  0.300

Output
HOMO ... -7.90 eV
SMILES ... CCOC(=O)C1=C(C)NC(C)=C(C(=O)OCC)C1c1cccc(C)n1
Energy above the lowest of the compared OMol25 structures with the same formula, charge and spin ... 19.33 kcal per mole

***

This record from the Open Molecules 2025 dataset describes C11H13BrO3SSr as an isolated structure. The level of theory is ωB97M-V with the def2-TZVPD basis set.

Each line ends with the Mulliken charge.
Geometry (Å):
Sr -0.138 0.377 0.994  1.640
Br 0.900 -0.703 -1.193  -0.676
S 1.200 -0.536 3.620  1.125
O 2.622 -0.722 3.495  -0.620
O 0.422 -1.378 2.678  -0.671
O 0.865 0.901 3.413  -0.795
C 2.101 -0.446 -4.364  -0.656
C -2.153 -1.115 1.300  -0.590
C 0.791 -0.835 5.504  -0.898
C 0.808 -0.499 -4.953  -0.446
C 2.412 0.918 -4.110  -0.448
C -2.205 -0.015 2.209  -0.501
C -2.413 1.183 1.440  -0.607
C -2.481 0.806 0.066  -0.555
C -2.342 -0.607 -0.015  -0.233
C 0.320 0.832 -5.064  -0.548
C 1.313 1.709 -4.542  -0.533
H 0.627 -1.904 5.673  0.296
H -1.913 -2.158 1.569  0.189
H 0.284 -1.403 -5.268  0.322
H 1.243 2.796 -4.488  0.357
H -0.103 -0.269 5.799  0.274
H -0.644 1.130 -5.480  0.347
H -2.306 -1.203 -0.944  0.357
H -2.008 -0.054 3.290  0.351
H 2.741 -1.301 -4.145  0.371
H 3.334 1.292 -3.663  0.310
H -2.537 1.505 -0.787  0.259
H -2.382 2.207 1.840  0.280
H 1.643 -0.505 6.124  0.300

Output
HOMO ... 0.21 eV
Net charge ... -2
Energy above the lowest of the compared OMol25 structures with the same formula, charge and spin ... 23.88 kcal per mole

***

This record from the Open Molecules 2025 dataset describes a 7-piece molecular cluster, C2H18O6 overall. The level of theory is ωB97M-V with the def2-TZVPD basis set.

Each line ends with the Mulliken charge.
Geometry (Å):
O -1.287 -3.262 0.180  -0.619
O 2.213 2.581 2.490  -0.613
O 2.987 -0.965 -2.282  -0.649
O 1.284 -0.861 2.825  -0.658
O -1.583 -1.211 1.878  -0.662
O -0.179 1.017 1.504  -0.608
C -0.735 1.134 -2.961  -0.589
C -1.566 0.963 -1.697  -0.597
H 1.688 2.971 1.795  0.312
H 1.279 -0.061 3.357  0.325
H 3.231 -0.758 -1.380  0.314
H 2.394 -0.308 -2.649  0.316
H -1.035 -3.133 -0.742  0.312
H 2.288 1.633 2.529  0.294
H -2.144 -1.787 1.360  0.304
H -0.789 0.233 1.464  0.351
H -0.999 0.500 -0.894  0.050
H -2.071 1.891 -1.449  0.316
H -0.737 -1.594 2.129  0.366
H 0.214 0.602 -2.954  -0.058
H -0.465 2.195 -3.052  0.270
H -2.336 0.192 -1.808  0.296
H -0.759 -4.024 0.445  0.307
H -0.813 1.610 1.928  0.304
H -1.165 0.996 -3.953  0.331
H 1.085 -0.554 1.936  0.286

Output
HOMO ... -11.10 eV
SMILES ... CC.O.O.O.O.O.O
Energy above the lowest of the compared OMol25 structures with the same formula, charge and spin ... 23.43 kcal per mole

***

This record from the Open Molecules 2025 dataset describes C22H20FeN5O2 as an isolated structure. The level of theory is ωB97M-V with the def2-TZVPD basis set.

Each line ends with the Mulliken charge.
Geometry (Å):
Fe -0.044 -0.501 0.409  0.021
O -0.314 -2.429 0.659  -0.495
O -0.175 1.503 -0.245  -0.536
N -2.401 1.147 0.266  -0.678
N -2.007 -0.105 0.544  0.526
N 1.100 -1.113 -1.755  -0.374
N 1.969 -0.133 0.630  0.411
N -0.119 -0.072 3.750  -0.821
C 4.439 -2.736 -1.536  -0.378
C -2.912 -0.960 1.008  1.382
C 4.147 -1.331 0.397  0.438
C -1.027 4.987 -2.350  -0.602
C -1.369 1.907 -0.127  0.571
C -0.728 3.918 -1.463  -0.113
C -1.670 3.261 -0.695  -0.029
C 4.632 -0.614 1.491  -0.317
C -1.440 -2.990 0.923  0.938
C -0.077 -0.219 2.573  0.298
C -2.979 3.774 -0.761  -0.239
C -2.656 -2.327 1.143  -1.109
C 2.849 -0.943 -0.065  0.453
C 2.520 0.551 1.657  -0.221
C -1.487 -4.532 0.871  -1.480
C 3.260 -2.231 -2.106  -0.767
C 2.410 -1.420 -1.371  0.226
C -4.172 -0.330 1.522  -1.292
C 3.805 0.264 2.200  -1.002
C -2.339 5.321 -2.502  -0.360
C -3.303 4.834 -1.614  -0.536
C 4.853 -2.346 -0.270  -0.874
H -2.654 6.004 -3.273  0.361
H -1.991 -4.818 -0.039  0.332
H 5.693 -2.913 0.190  0.373
H -0.203 5.433 -2.923  0.349
H 5.063 -3.382 -2.166  0.349
H -4.753 -1.134 2.010  0.369
H 1.875 1.326 2.109  0.561
H -4.724 -0.011 0.597  0.293
H 0.326 3.675 -1.294  0.300
H 0.591 -1.783 -2.326  0.283
H -3.530 -2.969 1.323  0.284
H -4.299 5.232 -1.504  0.367
H -0.489 -4.949 0.823  0.352
H -3.725 3.273 -0.158  0.398
H 5.766 -0.741 1.593  0.314
H 3.077 -2.557 -3.126  0.411
H -1.974 -4.962 1.800  0.349
H 4.153 0.785 3.134  0.320
H 1.068 -0.150 -2.154  0.268
H -4.034 0.503 2.200  0.326

Output
HOMO (alpha / beta) ... -7.32 / -7.42 eV
Expectation value of S² ... 8.780
Energy above the lowest of the compared OMol25 structures with the same formula, charge and spin ... 0.00 kcal per mole
2S+1 ... 6

***

This record from the Open Molecules 2025 dataset describes the molecule C7H12N4O2. The level of theory is ωB97M-V with the def2-TZVPD basis set.

Each line ends with the Mulliken charge.
Geometry (Å):
O 1.117 2.946 1.753  -0.554
O 0.322 0.504 3.127  -0.550
N 1.420 0.777 1.132  -0.163
N 3.521 0.908 -1.635  -0.540
N 2.879 1.626 -0.955  0.359
N -0.150 -1.283 0.045  -0.363
C 2.292 2.555 -0.220  -0.162
C 1.679 2.132 1.063  0.426
C -1.214 -0.463 -0.597  0.404
C 0.517 0.091 2.001  0.414
C -0.028 -1.212 1.453  -0.685
C -2.597 -1.109 -0.284  -1.336
C -0.940 -0.554 -2.091  -1.300
H -1.100 0.631 -0.422  0.232
H -1.726 -0.208 -2.778  0.383
H 2.432 3.574 -0.487  0.485
H -2.813 -1.003 0.790  0.332
H -0.106 -2.244 -0.264  0.298
H -3.439 -0.559 -0.772  0.414
H 0.530 -2.036 1.772  0.488
H 1.717 0.193 0.362  0.224
H -2.465 -2.154 -0.474  0.344
H -1.070 -1.410 1.945  0.253
H 0.083 -0.066 -2.200  0.268
H -0.862 -1.637 -2.264  0.326

Output
HOMO ... -9.30 eV
Energy above the lowest of the compared OMol25 structures with the same formula, charge and spin ... 50.38 kcal per mole

***

This record from the Open Molecules 2025 dataset describes a 2-piece molecular cluster, C2H3F2IO overall. The level of theory is ωB97M-V with the def2-TZVPD basis set.

Each line ends with the Mulliken charge.
Geometry (Å):
I -3.637 0.417 0.037  0.114
F -1.923 -2.227 0.792  -0.250
F -0.777 -2.450 -1.020  -0.211
O 0.729 -0.075 0.813  -0.611
C -2.147 -0.631 -0.847  -0.420
C -1.655 -1.761 -0.444  0.405
H 1.106 0.755 1.087  0.300
H -1.754 -0.422 -1.862  0.354
H 0.579 -0.565 1.667  0.319

Output
HOMO ... -8.97 eV
SMILES ... FC(F)=CI.O
Energy above the lowest of the compared OMol25 structures with the same formula, charge and spin ... 35.74 kcal per mole